(1)
Entry from the OMol25 dataset: the ion C3H8N3O with charge +1 (ωB97M-V/def2-TZVPD).

Last column: natural (NBO) charge in e.
CARTESIAN COORDINATES (ANGSTROEM)
H  -2.01588  -2.27992  0.21081  0.439
H  0.34604  0.48563  -1.43103  0.222
H  -0.33184  -2.15569  -0.18877  0.425
C  -1.34335  -0.40703  0.01168  0.721
N  1.27600  0.14005  0.46441  -0.452
C  0.23834  0.57145  -0.34730  -0.014
H  0.20796  2.11584  0.97497  0.458
H  2.78593  -1.10963  0.88305  0.211
H  1.91294  -1.45080  -0.72286  0.158
N  -1.21702  -1.70105  -0.02174  -0.783
O  -2.24202  0.34570  0.25431  -0.580
C  2.00303  -0.85172  0.18708  -0.008
H  -0.08123  2.64691  -0.59272  0.445
N  -0.24404  1.89178  0.07750  -0.710
H  -1.29487  1.75848  0.24061  0.469

Results
- SMILES: C=N[C@H]([NH3+])C(N)=O
- HOMO energy: -0.5243 hartree
- Energy above the lowest of the compared OMol25 structures with the same formula, charge and spin: 124.63 kJ/mol
- Net charge: +1
- Frontier orbital gap: 10.71 eV

=====

(2)
Entry from the OMol25 dataset: a structure of composition C32H61InN3O3 (ωB97M-V/def2-TZVPD).

Last column: Mulliken charge in e.
CARTESIAN COORDINATES (ANGSTROEM)
C  1.16103  -4.28730  -4.22233  -0.938
H  -6.48737  0.02215  2.53760  0.306
C  -2.31320  1.50164  2.04387  0.180
C  -3.28262  0.76932  -4.66076  -0.119
H  -6.41826  -0.12624  4.38396  0.307
H  4.12298  -4.43475  -5.50297  0.357
H  -2.29498  3.72038  0.05288  0.121
H  -0.59865  -0.25283  -4.42330  0.087
H  -1.89304  1.82796  5.69634  0.214
C  -0.65318  4.99702  -2.76133  -0.637
C  -5.84310  -0.33788  3.40586  -1.101
H  -2.52588  0.27391  -7.00248  0.231
H  1.86180  2.04262  4.26006  0.443
H  4.41586  -1.58426  -4.29149  0.185
H  0.78605  -5.36251  -4.02213  0.285
H  -1.26439  -0.60775  0.48563  -0.020
C  2.70187  -4.24281  -3.68126  -0.422
C  0.77028  -1.72702  -3.46459  -0.173
H  3.39161  0.35001  8.03870  0.242
H  -4.16157  0.48569  1.11175  0.280
H  -0.39899  -4.13190  3.56256  0.283
N  2.72187  1.02673  8.37693  -0.170
H  -3.61639  2.39498  -0.01659  0.382
O  -1.67873  1.74939  0.79917  0.043
C  6.22362  -2.78672  -4.83664  -0.383
In  -1.91847  2.01008  -2.23061  1.084
H  1.31358  -1.60490  -4.47591  0.247
C  -2.49418  2.58728  -0.07940  -1.140
O  2.70181  1.77587  6.26787  -0.619
C  -3.74907  0.83141  4.77011  -0.798
H  -0.18331  -0.08105  -1.22406  -0.051
C  -4.43306  0.43345  3.44077  0.463
C  0.93000  1.50796  3.86091  -0.983
H  3.08358  -5.30466  -3.46749  0.384
H  0.57101  0.83913  4.73411  0.179
H  0.68162  0.98111  -2.49765  0.343
H  8.18709  -1.59340  -4.58695  0.315
H  4.88965  -2.92685  -3.04703  0.276
H  -0.69809  4.22873  1.93930  0.221
H  -5.71400  -1.47852  3.36162  0.241
H  6.17478  -2.67401  -5.97730  0.304
H  -1.39797  -1.33805  -3.12636  0.221
O  0.41196  -2.37751  -0.16116  -0.573
C  3.65382  -3.63182  -4.84280  -0.604
H  1.62639  1.75413  10.03237  0.325
C  -1.08107  3.77468  -3.40953  -0.457
H  1.02113  4.33348  2.72365  0.395
C  -0.48659  -0.69519  -3.37552  -0.374
H  0.09115  -3.62676  -2.37020  0.049
H  -0.99086  3.67958  -4.54766  0.191
H  1.16896  -4.13616  -5.35665  0.428
C  0.19951  -3.25135  -3.44558  -0.482
H  2.71681  -3.61384  -2.72655  0.252
H  -1.45830  5.67447  -2.32422  0.227
H  -4.57293  2.28842  -5.76143  0.248
C  -0.01758  -2.26506  0.97950  0.275
H  -4.19300  2.19812  -3.55161  0.161
C  -0.21697  2.61223  3.53519  0.737
C  -0.29896  0.42063  -2.23929  -0.809
H  3.25450  1.12084  10.37379  0.283
H  -0.28664  3.25022  4.49962  0.134
C  2.35107  0.98460  9.77488  -0.836
C  4.75661  -2.67843  -4.16436  -0.589
H  -1.93444  -1.67437  1.72903  0.471
H  1.13520  0.82322  2.97230  0.165
H  -4.04560  0.61006  -8.09245  0.298
H  -0.80933  -3.28235  -4.00913  0.380
H  0.47591  5.18961  -2.66725  0.180
C  -3.70208  0.77126  2.12879  -0.247
H  -3.30594  -0.38694  -4.62203  0.097
C  2.28182  1.87996  7.41134  0.743
H  1.02674  3.53252  6.92579  0.201
H  0.69151  2.98163  1.53972  0.186
C  -2.39058  1.55472  4.70368  -0.588
H  0.36621  2.46262  8.17269  0.361
C  7.11617  -1.61318  -4.16996  -1.025
C  -3.38913  0.99201  -7.24096  -0.906
H  -2.23763  1.14977  -4.93000  -0.077
H  2.96682  -2.95227  -5.47739  0.258
H  1.08139  -3.79846  1.62226  0.262
C  -4.25711  1.19090  -5.87175  -0.308
C  -1.01787  -1.20743  1.36127  -0.370
H  1.55469  -1.54283  -2.65642  0.229
C  0.18519  3.62162  2.35899  -1.214
H  1.92780  0.00045  9.98817  0.277
H  6.61192  -0.60843  -4.36000  0.289
N  -3.67103  1.33348  -3.33085  -0.593
H  1.70331  3.59226  8.56125  0.410
H  6.72567  -3.78995  -4.60739  0.271
C  -1.63397  1.90617  3.36923  0.151
N  0.41235  -3.11720  1.95246  -0.141
H  -4.24030  0.57041  5.77670  0.238
H  0.93048  -3.01541  3.95275  0.278
H  -2.88914  1.98761  -7.53655  0.220
H  -0.59567  -0.54871  2.12273  0.096
H  -0.69225  -2.37579  3.59534  0.336
H  7.14091  -1.79377  -3.02865  0.260
H  -5.15277  0.48581  -5.96573  0.287
C  0.03081  -3.15047  3.34745  -0.896
C  1.27932  2.93279  7.80076  -1.230

Results
- HOMO energy: -0.1187 hartree
- Net charge: -1
- Frontier orbital gap: 5.09 eV

=====

(3)
Entry from the OMol25 dataset: a structure of composition C36H76BeF4N6O12S4 (ωB97M-V/def2-TZVPD).

Last column: Mulliken charge in e.
CARTESIAN COORDINATES (ANGSTROEM)
H  6.15025  3.07414  -2.37979  0.475
H  -7.30003  -1.69728  2.83861  0.478
C  -6.21937  -1.67887  3.00466  -1.012
H  -2.90258  -3.37246  -1.25723  -0.023
O  6.86799  2.11641  1.62064  -0.457
H  5.67444  4.09936  0.96612  0.434
H  -2.50681  7.58838  0.00406  0.382
F  0.52548  -0.22345  -4.24398  -0.090
C  0.60403  5.84006  -0.09138  -1.023
H  -2.17233  -1.14345  5.07651  0.372
H  3.40532  2.01707  0.61559  0.154
H  5.26599  0.21837  -2.23489  0.070
S  1.02469  -0.43016  -0.84655  0.739
H  6.04782  4.38845  -0.65909  0.444
C  -4.61001  -1.44995  4.77294  -1.391
S  0.23785  -0.77038  -5.72883  0.949
C  4.34190  1.51674  0.33945  -1.153
H  -5.06234  -0.47443  0.06582  0.291
C  -2.02227  -6.67051  -1.38420  -1.738
C  1.21659  -4.29914  -1.16076  -0.681
F  1.65719  -1.00174  -2.25703  -0.635
O  -0.01918  -2.12782  1.41654  -0.613
H  -1.80775  7.17584  1.70563  0.292
H  -1.95782  -6.86016  -2.45509  0.209
C  -6.11619  -1.44230  4.50804  -0.731
H  0.85174  -3.27582  -1.10115  -0.106
H  2.25750  -4.18228  -3.61045  0.657
C  -2.99889  -4.43725  -1.01919  -1.830
C  1.19122  -3.96074  -3.65178  -1.467
H  7.44937  2.88268  1.60146  0.381
O  -0.38029  0.36848  -6.33724  -0.524
H  0.91108  -6.20255  -0.06348  0.432
H  -1.00666  6.32414  -1.49246  0.610
H  -2.71145  0.42199  1.78687  0.383
H  1.03217  -2.88151  -3.60983  -0.328
H  -4.16100  0.80840  5.86172  0.377
N  -0.85897  -4.66135  -2.36549  1.212
H  -0.69354  4.70517  -1.50447  0.368
H  -2.34182  -1.54888  3.34086  0.233
H  -2.80535  3.04843  1.95736  0.324
O  0.10641  -3.74077  -6.94230  -0.558
C  7.40789  0.68250  -0.27613  1.580
H  4.37563  4.21696  -0.24944  0.337
H  0.87127  -4.36004  -4.61485  0.497
H  -3.10512  5.53936  -1.78560  0.410
H  -3.09697  3.95753  -0.81096  0.312
H  8.04770  1.48208  -2.17953  0.423
H  9.43280  1.59245  -0.62555  0.439
H  1.43650  6.16208  -0.71767  0.462
H  6.12062  -1.18820  -0.07818  0.237
H  -0.13467  2.27430  1.40785  0.480
H  -3.22441  -4.36323  0.04781  0.481
H  0.41398  5.02849  3.79246  0.462
C  -3.85507  -0.34114  4.02995  1.692
H  6.14452  1.14969  -3.51723  0.451
F  -2.07688  -3.64979  -6.33575  -0.329
H  -1.76110  0.13273  3.98545  0.188
N  -4.26515  -0.33576  2.61127  0.355
C  0.58473  -4.81698  -2.47212  0.820
C  -5.68617  -0.49551  2.18272  1.264
H  -3.32833  6.64951  1.09676  0.424
O  1.06880  1.00128  -1.05469  -0.377
C  0.84837  -6.30568  -2.86701  -1.491
H  -5.06499  1.46297  4.46872  0.292
C  -0.38362  4.36244  1.78376  2.114
H  3.76455  0.92654  -0.38392  -0.074
S  -0.85528  -2.66897  -6.70180  0.835
H  -6.58903  -0.52010  4.85455  0.327
C  8.97169  0.79716  -0.03939  -1.859
H  9.57738  -0.06381  -0.33270  0.393
C  -0.40225  5.23534  3.09759  -1.976
H  -0.88220  2.49975  2.95804  0.500
C  -1.97885  5.47047  0.13750  1.148
O  -1.09714  0.06682  1.16443  -0.262
C  5.36449  3.80623  -0.03731  -2.009
H  6.65543  -0.58646  1.40488  0.367
H  -1.31173  -5.59834  0.88170  0.542
H  -1.27193  -7.29213  -0.88961  0.396
H  1.53447  5.01376  1.79753  0.586
H  -1.44870  -5.37130  -4.00843  0.327
H  -0.39901  6.26417  2.74034  0.510
C  0.71034  -5.13336  0.05526  -1.127
H  4.54360  2.52374  -2.30198  0.418
H  -1.09096  -3.93998  0.43229  -0.238
H  -6.55074  -1.25351  0.33373  0.478
H  1.03308  -6.82489  -1.93056  0.283
O  -1.40629  -1.91295  -7.79064  -0.535
O  -2.76947  4.01230  1.91036  -0.571
H  -4.53931  -1.37305  5.86034  0.449
H  -7.53619  0.49204  1.77899  0.472
H  1.21395  -4.98485  1.01028  0.441
C  -2.29689  6.86221  0.79062  -1.461
C  -1.64944  -5.14921  -1.18402  1.622
H  -5.64928  -2.57840  2.78668  0.268
H  -4.06011  5.35503  -0.36749  0.387
C  -0.72556  5.53149  -0.79066  -1.398
O  -3.62619  0.69955  1.94748  0.244
H  -6.62567  1.16921  3.18170  0.325
H  -4.12817  -2.38673  4.48221  0.335
H  1.78483  -6.31648  -3.42719  0.562
C  -2.39115  -0.75194  4.08182  -1.536
H  1.36686  3.91626  0.41920  -0.068
C  7.39765  0.69013  -1.79972  -1.515
C  0.88693  4.72795  0.96873  -0.980
C  5.45313  2.28915  -0.35375  2.264
H  -1.26519  5.01142  3.72552  0.273
H  7.87866  -0.18731  -2.23768  0.469
H  -6.54573  -2.17731  5.19253  0.422
O  1.46926  -1.16358  -6.29748  -0.526
O  2.00560  -0.94300  0.05722  -0.545
C  -6.55750  0.77175  2.17247  -1.622
S  -0.66112  -1.17647  0.55082  0.176
C  5.53710  2.31395  -1.89632  -1.581
C  -5.56614  -1.12611  0.79002  -1.773
Be  -1.30726  -1.90753  -3.02908  0.993
C  -3.11195  5.04644  -0.81555  -1.726
H  4.55209  0.89329  1.20495  0.234
H  0.11081  -6.62151  -3.60237  0.251
H  -3.81583  -5.00399  -1.45671  0.477
C  6.04388  0.95274  -2.44901  -0.437
N  -0.82196  -2.05926  -5.27714  0.076
H  0.53388  6.74018  0.53103  0.355
H  2.30413  -4.32551  -1.12247  0.600
H  9.19151  0.91554  1.02355  0.412
H  -2.94439  -7.05870  -0.95540  0.516
F  -2.05067  -1.96717  0.36339  -0.231
H  0.86179  2.93140  2.67987  0.493
O  -1.63899  -4.54355  -3.53685  -0.305
C  6.97174  -0.65074  0.36398  -1.565
N  -0.33836  -1.20532  -1.13897  0.881
H  -3.30406  1.70846  4.58840  0.209
N  6.80946  1.92533  0.20891  0.196
N  -1.67704  4.41492  1.14590  0.875
H  7.61605  -1.52164  0.21438  0.409
H  -6.15737  1.47931  1.44720  0.278
C  -0.81845  -4.95657  0.15104  -0.664
C  -4.12566  1.02263  4.79448  -1.487
C  -0.15222  2.93663  2.27659  -2.637
H  -4.93762  -2.01038  0.68749  0.207

Results
- HOMO energy: -0.2738 hartree
- Energy above the lowest of the compared OMol25 structures with the same formula, charge and spin: 0.00 kJ/mol
- Frontier orbital gap: 2.75 eV

=====

(4)
Entry from the OMol25 dataset: a cluster of 8 separate species, C19H33Cl21NO8PS2 in total (ωB97M-V/def2-TZVPD).

Last column: Mulliken charge in e.
CARTESIAN COORDINATES (ANGSTROEM)
H  -1.51623  3.01307  0.49315  0.662
C  -1.55451  -0.28570  3.42044  -0.858
S  2.11653  -2.50881  0.59282  -0.268
H  -0.53331  0.01753  3.22362  0.371
H  2.62159  0.05969  -0.93866  0.601
Cl  -5.38825  -0.49772  6.80661  -0.140
Cl  2.91525  -4.83695  5.35980  -0.117
O  1.45884  -1.09624  -4.02527  -0.796
H  1.51417  3.27226  -1.43607  0.202
C  -4.26283  -1.33508  5.72806  0.103
H  1.58371  -6.08004  3.89419  0.324
H  0.92646  4.82993  -1.87042  0.387
C  -1.21629  1.39830  -0.87045  0.919
Cl  1.02825  0.45834  -8.41858  -0.166
Cl  1.89638  2.18168  -6.25044  -0.056
S  1.54349  -0.10707  -3.01800  1.611
H  0.73026  -0.12824  0.69288  0.727
C  -0.36284  3.26142  -2.51937  0.425
O  -3.18049  -0.65133  1.62587  -0.589
H  0.73451  5.49587  -6.87599  -0.486
Cl  1.47571  6.20145  -4.77980  -0.137
H  -1.19587  -2.86337  1.32268  0.340
Cl  0.16342  7.76647  -6.84863  -0.134
H  -5.28827  -5.22878  8.80633  0.266
O  0.58462  -2.42437  -1.60495  -0.606
H  5.13663  -0.42220  -2.90970  0.320
C  1.70370  4.24045  -9.70763  0.338
C  0.52722  -1.42229  8.92184  -0.042
Cl  -7.38076  -4.97900  9.82000  -0.127
O  -0.94463  -1.20920  0.17469  -0.489
H  -2.12697  0.63135  3.49978  0.406
Cl  -1.23239  5.54071  -5.60637  -0.141
C  2.03216  -5.09702  3.85587  -0.044
H  -0.81093  4.09648  -3.04686  0.286
H  3.73461  -3.45391  -3.27944  0.240
H  -0.07107  -1.74288  2.00465  0.458
Cl  -4.79252  -2.98018  5.36479  -0.119
H  0.14821  2.68612  -3.27865  0.089
H  -4.23690  -0.79022  4.79226  0.155
H  1.72184  -3.76257  0.35237  0.270
H  1.19661  -3.11122  -1.93543  0.628
H  -1.57996  -0.74733  4.40073  -0.390
Cl  -2.64042  -1.33649  6.41234  -0.042
Cl  0.98829  -3.09540  8.60642  -0.109
Cl  3.13694  -5.05815  2.47301  -0.108
C  0.02159  0.59568  -1.14870  -0.921
H  1.26057  3.25458  -9.64219  0.027
Cl  0.41177  -0.51520  7.41010  -0.104
C  0.33433  6.16701  -6.12649  0.864
O  2.20814  1.08202  -3.40763  -0.685
C  0.24366  -0.57856  -0.17523  0.289
H  4.61865  -0.89189  -0.24589  0.372
H  -0.18993  1.94353  0.95650  0.299
Cl  -4.75115  -4.55281  10.97940  -0.123
N  3.46804  -3.26142  -2.31805  -0.763
C  -1.53046  2.42525  -1.96710  -1.900
H  0.16389  4.04829  -0.52850  0.220
H  -1.89945  1.43597  1.16920  -0.099
P  3.81424  -1.78877  -2.00526  0.939
Cl  2.53920  4.56016  -8.18802  -0.115
O  4.49565  -1.06641  -3.26308  -0.441
Cl  3.76317  0.31512  -7.44603  -0.147
H  1.29790  -0.96730  9.52828  0.361
C  -1.20002  1.98277  0.56223  -1.561
Cl  -0.99221  -1.34924  9.81250  -0.102
Cl  -5.63717  -2.91853  8.74558  -0.045
C  -1.00307  -1.80102  1.45857  -1.064
C  -2.11998  -1.23921  2.36640  0.412
H  -2.03759  0.68886  -0.87205  0.622
H  1.78592  -0.15288  -6.27900  -0.130
C  0.60760  3.86407  -1.49501  -1.175
Cl  2.83526  4.24916  -11.05882  -0.129
O  4.86243  -1.65285  -0.79950  -0.534
O  0.07169  0.19787  -2.53576  -0.694
C  1.27310  -1.58063  -0.75578  -0.021
H  -2.35926  3.03761  -1.63186  0.603
H  0.86801  1.26048  -0.98087  0.170
C  -5.70966  -4.51177  9.49752  0.023
Cl  0.40874  5.41355  -9.96134  -0.117
H  -3.94428  -1.24173  1.68601  0.339
C  2.33536  -0.79418  -1.55288  -0.365
H  -2.51693  -2.09722  2.90768  0.682
Cl  0.73494  -3.91622  3.68779  -0.024
C  2.08025  0.60084  -7.00011  0.547
H  -1.91686  1.85564  -2.80708  0.323

Results
- SMILES: CCC[C@H](C)[C@@H]1OS(=O)(=O)[C@H](P(=N)(O)O)[C@@](O)(S)[C@@H]1OC[C@@H](C)O.ClC(Cl)Cl.ClC(Cl)Cl.ClC(Cl)Cl.ClC(Cl)Cl.ClC(Cl)Cl.ClC(Cl)Cl.ClC(Cl)Cl
- HOMO energy: -0.3469 hartree
- Frontier orbital gap: 9.22 eV